Record 1
Molecular formula: C2H7N3O2
Method: DFT, wB97M-V/def2-TZVPD

Summary:
**E_tot**: -10729.46042 eV
**M**: 105.1 g/mol
**LUMO energy (alpha / beta)**: -8.167 / -8.181 eV
**Energy relative to the best compared isomer or geometry (same formula, charge and spin)**: 53.6 kcal/mol
**Orbital gap (alpha / beta)**: 9.2 / 8.7 eV

ORCA input file:
```
! wB97M-V def2-TZVPD RIJCOSX def2/J DEFGRID3
* xyz 2 1
C 3.068 -0.358 0.138
C -1.205 -0.130 0.426
N 0.142 1.098 -0.711
N 4.032 0.331 0.494
N -2.630 -0.292 0.684
O 2.163 -0.912 -0.211
O -1.038 0.828 -0.379
H -0.436 -0.971 0.743
H 0.011 1.972 -1.335
H 3.848 1.336 0.615
H 4.964 0.036 0.816
H -3.027 -1.054 0.111
H -3.022 0.663 0.243
H -3.131 -0.221 1.568
*
```

Charges computed using natural (NBO), reported in e: C 1.0245; C 0.2231; N -0.3074; N -0.7907; N -0.7384; O -0.2522; O -0.1847; H 0.2460; H 0.3454; H 0.4971; H 0.5176; H 0.4647; H 0.4778; H 0.4770

Record 2
Molecular formula: C24H64O24S8
Method: DFT, wB97M-V/def2-TZVPD

Summary:
**E_tot**: -161739.64801 eV
**M**: 993.3 g/mol
**LUMO energy**: -0.205 eV
**Energy relative to the best compared isomer or geometry (same formula, charge and spin)**: 117.7 kcal/mol
**Orbital gap**: 11.1 eV
**Structure (SMILES)**: CCOS(C)(=O)=O.CCOS(C)(=O)=O.CCOS(C)(=O)=O.CCOS(C)(=O)=O.CCOS(C)(=O)=O.CCOS(C)(=O)=O.CCOS(C)(=O)=O.CCOS(C)(=O)=O

ORCA input file:
```
! wB97M-V def2-TZVPD RIJCOSX def2/J DEFGRID3
* xyz 0 1
C 27.750 -13.746 -10.007
C 26.913 -14.833 -10.692
O 27.616 -15.774 -11.454
S 28.568 -15.283 -12.814
C 30.117 -15.086 -11.739
O 28.666 -16.426 -13.723
O 28.095 -14.001 -13.338
H 28.490 -14.166 -9.326
H 27.282 -13.109 -9.257
H 28.216 -13.053 -10.708
H 26.390 -15.424 -9.940
H 26.232 -14.321 -11.371
H 30.287 -14.019 -11.592
H 30.934 -15.436 -12.370
H 29.914 -15.698 -10.860
C 27.238 -5.829 -6.168
C 28.587 -6.434 -6.647
O 29.010 -6.015 -7.907
S 30.280 -4.941 -7.975
C 31.615 -6.159 -7.618
O 30.389 -4.597 -9.342
O 30.142 -3.967 -6.886
H 26.567 -5.423 -6.924
H 27.378 -5.041 -5.428
H 26.718 -6.601 -5.600
H 29.239 -6.107 -5.837
H 28.619 -7.521 -6.571
H 31.545 -6.394 -6.556
H 32.593 -5.738 -7.848
H 31.422 -7.132 -8.070
C 24.338 -5.498 -11.152
C 23.205 -6.356 -10.588
O 23.861 -7.320 -9.792
S 22.890 -8.648 -9.405
C 23.111 -9.835 -10.901
O 23.535 -9.275 -8.227
O 21.500 -8.236 -9.384
H 23.958 -4.581 -11.603
H 24.947 -6.068 -11.854
H 25.034 -5.254 -10.350
H 22.676 -5.655 -9.942
H 22.603 -6.712 -11.424
H 24.166 -10.109 -10.921
H 22.931 -9.372 -11.871
H 22.449 -10.689 -10.754
C 26.965 -11.601 -3.635
C 26.584 -11.208 -2.226
O 27.213 -12.037 -1.321
S 26.619 -12.105 0.221
C 24.987 -12.936 0.014
O 27.502 -12.949 1.061
O 26.391 -10.690 0.626
H 26.597 -12.588 -3.915
H 28.036 -11.514 -3.818
H 26.561 -10.993 -4.445
H 26.763 -10.144 -2.067
H 25.498 -11.168 -2.153
H 24.490 -13.136 0.963
H 25.017 -13.917 -0.461
H 24.407 -12.269 -0.623
C 21.488 -13.001 -1.496
C 21.965 -12.855 -3.006
O 21.414 -11.669 -3.431
S 21.250 -11.483 -5.072
C 23.095 -11.356 -5.453
O 20.633 -12.654 -5.631
O 20.637 -10.182 -5.346
H 21.583 -12.004 -1.065
H 22.090 -13.760 -0.997
H 20.434 -13.277 -1.479
H 23.022 -12.609 -2.900
H 21.949 -13.678 -3.720
H 23.467 -10.513 -4.871
H 23.248 -11.227 -6.525
H 23.599 -12.270 -5.140
C 31.011 -11.327 -4.307
C 32.310 -10.472 -4.279
O 33.015 -10.911 -5.483
S 33.077 -9.896 -6.781
C 31.402 -10.112 -7.496
O 33.088 -8.520 -6.326
O 34.118 -10.451 -7.689
H 31.152 -12.369 -4.020
H 30.537 -11.413 -5.285
H 30.325 -10.876 -3.590
H 31.839 -9.494 -4.376
H 32.956 -10.693 -3.429
H 31.447 -9.680 -8.496
H 30.589 -9.639 -6.945
H 31.206 -11.183 -7.542
C 23.729 -8.434 -16.550
C 24.571 -9.672 -16.630
O 25.556 -9.718 -15.671
S 25.168 -10.150 -14.118
C 26.694 -10.989 -13.882
O 25.171 -8.879 -13.340
O 24.025 -11.045 -14.148
H 23.147 -8.258 -15.645
H 23.072 -8.394 -17.418
H 24.358 -7.610 -16.887
H 23.919 -10.546 -16.609
H 25.142 -9.756 -17.554
H 27.454 -10.212 -13.799
H 26.818 -11.498 -14.838
H 26.667 -11.642 -13.010
C 26.777 -10.342 -7.056
C 26.773 -9.617 -8.410
O 28.069 -9.193 -8.715
S 28.519 -9.090 -10.273
C 27.376 -7.790 -10.808
O 29.899 -8.600 -10.315
O 28.076 -10.299 -10.968
H 27.166 -9.656 -6.302
H 27.404 -11.209 -7.262
H 25.835 -10.665 -6.613
H 26.287 -10.324 -9.083
H 26.119 -8.750 -8.316
H 27.374 -6.942 -10.123
H 26.366 -8.195 -10.751
H 27.692 -7.477 -11.804
*
```

Atom charges from the Löwdin analysis, given in e for atoms 1 to 99: C -0.0841; C -0.2868; O -0.2880; S 0.7401; C -0.0767; O -0.2917; O -0.3154; H 0.0758; H 0.0639; H 0.0536; H 0.1264; H 0.1110; H 0.0610; H 0.0599; H 0.0643; C -0.0480; C -0.3122; O -0.2696; S 0.6658; C -0.1011; O -0.2657; O -0.2897; H 0.0769; H 0.0728; H 0.0655; H 0.1039; H 0.0993; H 0.0513; H 0.0804; H 0.0495; C -0.0649; C -0.3010; O -0.2715; S 0.7195; C -0.0703; O -0.3302; O -0.2874; H 0.0847; H 0.0672; H 0.0756; H 0.1218; H 0.1248; H 0.0419; H 0.0475; H 0.0702; C -0.0497; C -0.3321; O -0.2373; S 0.7228; C -0.1120; O -0.3006; O -0.3113; H 0.0861; H 0.0620; H 0.0474; H 0.1251; H 0.1017; H 0.0775; H 0.0737; H 0.0358; C -0.0336; C -0.3155; O -0.2731; S 0.6800; C -0.0961; O -0.2827; O -0.2838; H 0.0798; H 0.0645; H 0.0752; H 0.0846; H 0.1215; H 0.0710; H 0.0438; H 0.0509; C -0.0807; C -0.2019; O -0.2842; S 0.6862; C -0.1175; O -0.3131; O -0.2944; H 0.0791; H 0.0551; H 0.0667; H 0.1073; H 0.1284; H 0.0507; H 0.0611; H 0.0682; C -0.0683; C -0.3311; O -0.2632; S 0.6783; C -0.1184; O -0.3295; O -0.2809; H 0.0846; H 0.0792

Record 3
Molecular formula: C23H14BrIN2O7S6Ta
Method: DFT, wB97M-V/def2-TZVPD

Summary:
**E_tot**: -186105.83050 eV
**M**: 1010.5 g/mol
**LUMO energy**: 1.470 eV
**Energy relative to the best compared isomer or geometry (same formula, charge and spin)**: 11.4 kcal/mol
**Orbital gap**: 6.4 eV

ORCA input file:
```
! wB97M-V def2-TZVPD RIJCOSX def2/J DEFGRID3
* xyz -1 1
Ta -0.714 -1.182 -0.692
O 0.169 1.093 3.234
C 0.619 2.210 2.627
C 1.194 3.179 3.449
C 1.693 4.345 2.908
C 1.626 4.577 1.537
C 1.034 3.634 0.722
C 0.519 2.447 1.247
C -0.171 1.509 0.345
O -0.282 0.249 0.729
N -0.683 1.928 -0.762
N -1.276 0.855 -1.411
C -1.982 1.145 -2.446
C -2.754 0.186 -3.186
C -3.362 0.571 -4.389
C -4.152 -0.308 -5.092
C -4.363 -1.593 -4.583
C -3.793 -1.991 -3.394
C -2.975 -1.105 -2.687
O -2.452 -1.485 -1.528
H -0.069 0.439 2.551
H 1.246 2.979 4.511
H 2.148 5.082 3.560
H 2.029 5.487 1.112
H 0.956 3.792 -0.345
H -2.011 2.188 -2.751
H -3.188 1.573 -4.765
H -4.605 -0.010 -6.027
H -4.983 -2.291 -5.132
H -3.942 -2.983 -2.989
S -3.909 -7.385 1.744
C -3.063 -6.034 1.312
S -1.859 -6.016 0.078
C -1.435 -4.325 0.186
C -2.112 -3.615 1.109
S -1.776 -1.933 1.421
S -3.285 -4.495 2.052
S -0.209 -3.664 -0.856
Br 4.375 -0.317 -0.563
C 4.070 0.157 1.239
C 4.736 1.270 1.741
C 4.591 1.634 3.064
C 3.772 0.882 3.898
C 3.095 -0.209 3.391
C 3.225 -0.588 2.055
I 2.139 -2.252 1.404
H 5.375 1.840 1.080
H 5.113 2.503 3.443
H 3.645 1.156 4.937
H 2.434 -0.779 4.030
O 1.242 0.382 -3.443
S 1.207 -0.860 -2.732
O 1.157 -0.567 -1.185
O -0.211 -1.458 -2.752
O 2.206 -1.849 -3.008
*
```

Charges computed using natural (NBO), reported in e: Ta 1.9968; O -0.6753; C 0.3449; C -0.2783; C -0.1777; C -0.2682; C -0.1442; C -0.1530; C 0.5723; O -0.7955; N -0.3656; N -0.3843; C 0.2038; C -0.1943; C -0.1347; C -0.2600; C -0.1796; C -0.2147; C 0.3833; O -0.7312; H 0.5186; H 0.2200; H 0.2054; H 0.2094; H 0.2339; H 0.2038; H 0.2098; H 0.2114; H 0.2110; H 0.2258; S -0.1341; C -0.5698; S 0.4848; C -0.3960; C -0.4252; S -0.0879; S 0.4830; S -0.0987; Br 0.1013; C -0.1330; C -0.2233; C -0.2069; C -0.2369; C -0.1626; C -0.2223; I 0.2765; H 0.2244; H 0.2113; H 0.2123; H 0.2200; O -0.9552; S 2.5831; O -1.0014; O -0.9987; O -0.9387

Record 4
Molecular formula: C25H54N4O5S
Method: DFT, wB97M-V/def2-TZVPD

Summary:
**E_tot**: -53829.79802 eV
**M**: 522.8 g/mol
**LUMO energy**: 0.629 eV
**Orbital gap**: 9.5 eV
**Structure (SMILES)**: NCCC[C@@H]1C[C@@H](CCCCSc2nnco2)[C@@H](N)O1.CCOCC.CCOCC.CCOCC

ORCA input file:
```
! wB97M-V def2-TZVPD RIJCOSX def2/J DEFGRID3
* xyz 0 1
N 2.774 0.604 -0.826
C 2.074 -0.325 -1.738
C 0.564 -0.196 -1.522
C -0.280 -0.623 -2.735
C -1.657 -1.087 -2.246
C -1.936 -2.622 -2.234
C -3.509 -2.617 -2.484
C -4.072 -2.397 -1.081
C -5.565 -2.134 -0.893
C -6.006 -0.793 -1.497
C -7.012 -0.037 -0.637
S -6.795 1.761 -0.776
C -6.060 2.062 -2.346
N -6.649 2.444 -3.388
N -5.681 2.532 -4.382
C -4.602 2.191 -3.851
O -4.735 1.885 -2.546
C -3.470 -1.475 -3.498
N -4.665 -1.091 -4.220
O -2.797 -0.436 -2.822
H 3.652 0.875 -1.248
H 2.972 0.143 0.051
H 2.347 -1.349 -1.490
H 2.307 -0.088 -2.771
H 0.319 0.840 -1.310
H 0.316 -0.796 -0.650
H 0.191 -1.461 -3.245
H -0.394 0.242 -3.381
H -1.718 -0.805 -1.192
H -1.502 -3.086 -3.114
H -1.765 -3.107 -1.285
H -3.726 -3.575 -2.951
H -3.856 -3.315 -0.535
H -3.548 -1.602 -0.559
H -5.713 -2.045 0.186
H -6.208 -2.954 -1.202
H -5.129 -0.196 -1.710
H -6.484 -1.026 -2.440
H -6.853 -0.275 0.409
H -8.033 -0.283 -0.898
H -3.656 2.122 -4.341
H -2.744 -1.840 -4.250
H -4.385 -0.782 -5.144
H -5.177 -1.949 -4.396
C 6.661 3.165 0.047
C 5.812 2.167 0.815
O 5.881 0.844 0.312
C 7.161 0.238 0.309
C 7.792 0.122 1.686
H 6.374 3.178 -1.006
H 6.527 4.166 0.458
H 7.723 2.925 0.098
H 4.762 2.454 0.740
H 6.064 2.184 1.881
H 7.830 0.764 -0.381
H 7.012 -0.760 -0.103
H 7.970 1.098 2.139
H 8.751 -0.393 1.617
H 7.141 -0.441 2.356
C -3.036 1.284 -0.104
C -2.485 1.839 1.195
O -1.554 0.974 1.825
C -0.414 0.637 1.051
C 0.428 1.828 0.631
H -3.508 0.311 0.060
H -3.770 1.945 -0.540
H -2.240 1.141 -0.840
H -3.296 1.977 1.911
H -2.042 2.828 1.032
H -0.715 0.048 0.179
H 0.190 -0.022 1.677
H -0.126 2.517 -0.007
H 1.304 1.487 0.076
H 0.763 2.385 1.508
C 1.270 -0.460 5.009
C 2.030 -1.735 4.685
O 3.074 -1.561 3.743
C 4.103 -0.660 4.105
C 4.842 -1.040 5.376
H 0.851 -0.023 4.101
H 0.454 -0.671 5.701
H 1.909 0.294 5.472
H 1.346 -2.454 4.234
H 2.413 -2.201 5.600
H 3.708 0.360 4.177
H 4.802 -0.663 3.267
H 4.186 -1.043 6.247
H 5.648 -0.331 5.569
H 5.272 -2.039 5.282
*
```

Charges computed using Löwdin, reported in e: N -0.0130; C -0.2344; C -0.2231; C -0.1002; C -0.3187; C -0.0623; C -0.2016; C -0.1603; C -0.1754; C -0.2643; C -0.4445; S 0.9699; C -0.7094; N 0.0724; N 0.0684; C -0.2144; O -0.0094; C -0.4070; N 0.1005; O -0.0665; H 0.0625; H 0.0798; H 0.1114; H 0.1119; H 0.0859; H 0.0985; H 0.1096; H 0.1231; H 0.0935; H 0.1092; H 0.1157; H 0.1443; H 0.1187; H 0.0969; H 0.1036; H 0.1125; H 0.0653; H 0.1013; H 0.0669; H 0.0731; H 0.1332; H 0.1477; H 0.0862; H 0.0906; C -0.0752; C -0.2831; O -0.1809; C -0.2758; C -0.0728; H 0.0817; H 0.0785; H 0.0662; H 0.1132; H 0.1071; H 0.1079; H 0.1192; H 0.0678; H 0.0789; H 0.0674; C -0.0580; C -0.2542; O -0.1525; C -0.2807; C -0.0853; H 0.0787; H 0.0504; H 0.0691; H 0.1192; H 0.1095; H 0.0460; H 0.1194; H 0.0790; H 0.0207; H 0.0879; C -0.0694; C -0.2792; O -0.1617; C -0.2833; C -0.0776; H 0.0682; H 0.0796; H 0.0674; H 0.1175; H 0.1061; H 0.1083; H 0.1032; H 0.0658; H 0.0758; H 0.0816